Entry 1:
DFT (ωB97M-V/def2-TZVPD) results for the molecule C12H16BrNO3Si.

Structure (XYZ):
```
34
Properties=species:S:1:pos:R:3:forces:R:3
Br 3.2302 -0.6806 -5.8462 -0.1 -0.2 -0.2
C 2.4722 -0.6878 -4.1188 -0.3 0.8 0.2
C 1.5856 -1.6607 -3.7025 0.5 -0.7 -1.0
C 1.0808 -1.6374 -2.4341 -0.1 0.1 0.1
C 1.3928 -0.6060 -1.5812 -0.7 0.6 1.6
Si 0.3685 -0.2085 -0.0511 0.0 0.0 -0.4
O 1.0982 -0.5490 1.3917 0.0 0.0 -1.0
C 0.2518 -1.1620 2.3274 0.3 0.1 2.2
C -0.5671 -0.0938 3.0712 -2.4 -0.4 -0.9
N -1.6067 0.5910 2.2058 0.7 -1.0 -0.2
C -1.3175 1.9604 1.7868 -0.9 -0.4 0.9
C -0.0137 2.1760 1.0838 0.7 0.0 0.4
O 0.0794 1.4425 -0.1201 0.1 -1.1 -0.3
C -2.6379 -0.2478 1.4641 1.6 0.8 1.3
C -2.2410 -0.5284 0.0079 -2.3 0.0 -0.5
O -1.0221 -1.1509 -0.1448 2.1 0.3 0.0
C 2.2554 0.3855 -1.9949 0.2 0.6 -0.4
C 2.7508 0.3905 -3.2952 0.3 -0.2 0.4
H 1.3030 -2.4416 -4.3861 0.0 -0.3 -0.1
H 0.4309 -2.4095 -2.0994 -0.6 -0.5 0.0
H -0.3819 -1.9091 1.8587 -0.1 0.0 0.1
H 0.8851 -1.6783 3.0825 -0.2 0.2 -0.5
H 0.0667 0.6532 3.5203 0.3 0.3 -0.1
H -1.1492 -0.5289 3.9059 0.5 -0.2 -0.2
H -2.1315 2.2291 1.1359 -0.4 0.4 -0.4
H -1.3977 2.6325 2.6714 0.3 -0.2 -0.4
H 0.8126 1.8859 1.7195 0.2 -0.3 0.4
H 0.1864 3.2311 0.9246 -0.4 0.3 -0.5
H -3.6294 0.2292 1.5556 0.4 0.0 -0.4
H -2.7262 -1.1775 2.0605 0.2 0.3 -0.5
H -2.2435 0.3866 -0.6137 -0.3 -0.1 0.5
H -3.0013 -1.2239 -0.4211 0.3 0.5 0.2
H 2.4806 1.1822 -1.2875 0.0 0.1 -0.4
H 3.3357 1.2063 -3.6770 0.3 0.2 0.1
```
Positions in Å, forces in eV/Å.

* E_LUMO: 0.86 eV
* frontier orbital gap: 0.3368 Ha
* relative energy (zero: lowest compared OMol25 entry of this formula, charge and spin): 0.0 kcal per mole
* highest occupied orbital energy: -8.30 eV

Taken from the natural (NBO) analysis, the atomic charges in e are: number 1, Br, carries 0.06; number 2, C, carries -0.07; number 3, C, carries -0.25; number 4, C, carries -0.18; number 5, C, carries -0.48; number 6, Si, carries 2.30; number 7, O, carries -0.90; number 8, C, carries -0.09; number 9, C, carries -0.24; number 10, N, carries -0.49; number 11, C, carries -0.24; number 12, C, carries -0.08; number 13, O, carries -0.90; number 14, C, carries -0.24; number 15, C, carries -0.08; number 16, O, carries -0.90; number 17, C, carries -0.17; number 18, C, carries -0.24; number 19, H, carries 0.22; number 20, H, carries 0.22; number 21, H, carries 0.19; number 22, H, carries 0.18; number 23, H, carries 0.21; number 24, H, carries 0.20; number 25, H, carries 0.20; number 26, H, carries 0.19; number 27, H, carries 0.17; number 28, H, carries 0.19; number 29, H, carries 0.21; number 30, H, carries 0.20; number 31, H, carries 0.18; number 32, H, carries 0.18; number 33, H, carries 0.22; number 34, H, carries 0.23

***

Entry 2:
DFT (ωB97M-V/def2-TZVPD) results for a structure of composition C12H16Cl2ErN2O2P.

Structure (XYZ):
```
36
Properties=species:S:1:pos:R:3:forces:R:3
C -3.3836 -0.6194 0.0903 -0.9 -1.0 -1.4
C -2.2541 0.1655 0.3689 3.0 4.2 5.0
H -4.3240 -0.1323 0.3999 0.4 0.2 0.1
H -3.2369 -1.6011 0.5860 0.0 0.4 -0.2
H -3.3847 -0.7937 -1.0043 -0.2 -0.1 0.5
O -1.6077 0.9260 1.0062 -3.3 -4.2 -3.8
Cl -0.9050 -2.0384 -0.8394 0.0 0.1 0.1
Er 0.9847 -0.4426 -0.4955 0.3 -0.7 -0.4
P -0.5618 1.1598 -2.3036 0.4 0.4 -1.5
C -0.3889 2.9631 -2.3922 0.0 0.2 0.3
C 0.5016 0.6437 -3.7261 0.1 -0.4 0.3
H -2.4903 -0.0979 -3.0805 0.0 0.2 -0.1
H -2.2918 1.4551 -3.9553 0.0 -0.1 0.3
H -2.9609 1.4384 -2.2974 0.0 0.0 -0.2
C -2.2398 0.9640 -2.9743 -0.3 -0.4 0.3
H 0.6360 -0.4507 -3.7248 -0.1 0.3 -0.2
H 0.0272 0.9530 -4.6691 0.2 -0.1 0.3
H -0.7020 3.3111 -3.3860 0.1 0.0 0.3
H 0.6533 3.2468 -2.2029 -0.2 0.1 -0.1
H 1.4991 1.0982 -3.6350 -0.3 -0.1 0.0
H -1.0286 3.4126 -1.6238 0.1 0.2 -0.2
C 0.6298 1.8424 0.3699 0.5 5.2 2.0
O 0.5555 2.9258 0.7675 0.2 -4.3 -1.7
Cl 3.2001 -0.4258 -1.4647 -0.3 0.1 0.2
N 3.6969 -3.2393 5.8683 -1.6 1.5 -2.1
C 3.0806 -2.6633 5.0522 1.1 -1.1 2.0
C 2.3128 -1.9757 4.0340 0.1 -0.3 -0.2
C 1.0784 -2.4979 3.6103 -0.1 0.1 -0.1
C 0.4738 -1.9514 2.4896 0.4 0.3 -0.2
N 1.0509 -0.9444 1.7893 0.2 0.3 0.5
C 2.1712 -0.3507 2.2720 -0.3 -0.7 0.4
C 2.8314 -0.8446 3.3988 0.2 0.7 -0.4
H 0.6033 -3.3192 4.1417 0.2 0.1 -0.1
H -0.4777 -2.2953 2.0795 0.4 -0.2 0.3
H 2.5109 0.5224 1.6979 0.3 -0.4 0.4
H 3.7405 -0.3441 3.7524 -0.4 -0.4 -0.1
```
Positions in Å, forces in eV/Å.

* E_LUMO (spin up / spin down): -9.28 / -9.28 eV
* multiplicity: 4
* frontier orbital gap (spin up / spin down): 0.2677 / 0.2683 Ha
* net charge: +2
* highest occupied orbital energy (spin up / spin down): -16.56 / -16.58 eV

Taken from the natural (NBO) analysis, the atomic charges in e are: number 1, C, carries -0.84; number 2, C, carries 0.99; number 3, H, carries 0.35; number 4, H, carries 0.37; number 5, H, carries 0.35; number 6, O, carries -0.32; number 7, Cl, carries -0.52; number 8, Er, carries 1.43; number 9, P, carries 0.78; number 10, C, carries -0.94; number 11, C, carries -0.92; number 12, H, carries 0.25; number 13, H, carries 0.28; number 14, H, carries 0.23; number 15, C, carries -0.93; number 16, H, carries 0.26; number 17, H, carries 0.27; number 18, H, carries 0.27; number 19, H, carries 0.26; number 20, H, carries 0.27; number 21, H, carries 0.25; number 22, C, carries 0.50; number 23, O, carries -0.36; number 24, Cl, carries -0.46; number 25, N, carries -0.13; number 26, C, carries 0.20; number 27, C, carries -0.03; number 28, C, carries -0.17; number 29, C, carries 0.06; number 30, N, carries -0.61; number 31, C, carries 0.06; number 32, C, carries -0.18; number 33, H, carries 0.27; number 34, H, carries 0.22; number 35, H, carries 0.22; number 36, H, carries 0.28

***

Entry 3:
DFT (ωB97M-V/def2-TZVPD) results for a structure of composition C12H16F5N2SV.

Structure (XYZ):
```
37
Properties=species:S:1:pos:R:3:forces:R:3
V -0.5419 0.3409 0.0226 0.2 0.0 0.0
C 1.7961 -1.5548 -0.3608 -0.1 -0.1 0.1
N 0.4173 -1.4731 0.1957 0.1 0.1 0.0
C 0.4577 -1.5631 1.6809 0.0 0.0 0.0
C -0.4717 -2.5148 -0.3982 -0.1 0.0 0.0
C -1.9256 -2.1814 -0.1054 0.0 0.0 0.1
N -2.2276 -0.7722 -0.5024 0.0 0.0 0.0
C -2.4550 -0.6873 -1.9774 0.0 0.0 0.1
C -3.4539 -0.2980 0.1959 0.0 0.0 0.0
H 2.2382 -2.5193 -0.1050 0.0 0.0 0.0
H 2.4048 -0.7607 0.0699 0.0 0.0 0.0
H 1.7550 -1.4429 -1.4415 0.0 0.0 0.0
H 0.7460 -2.5645 2.0078 0.0 0.0 0.0
H -0.5254 -1.3460 2.1151 0.0 0.0 0.0
H 1.1908 -0.8570 2.0730 0.0 0.0 0.0
H -0.2178 -3.5017 -0.0046 0.0 0.0 0.0
H -0.2762 -2.5306 -1.4703 0.0 0.0 0.0
H -2.1435 -2.2777 0.9587 0.0 0.0 0.0
H -2.5895 -2.8721 -0.6290 0.0 0.0 0.0
H -3.2895 -1.3359 -2.2486 0.0 0.0 0.0
H -1.5677 -1.0004 -2.5251 0.0 0.0 0.0
H -2.7007 0.3388 -2.2425 0.0 0.0 0.0
H -4.2950 -0.9537 -0.0375 0.0 0.0 0.0
H -3.6985 0.7106 -0.1335 0.0 0.0 0.0
H -3.2975 -0.3071 1.2756 0.0 0.0 0.0
F 3.8161 4.0192 2.0248 0.0 0.0 0.0
C 2.9744 3.4485 1.2041 0.0 0.0 0.0
C 1.7197 3.0666 1.6637 0.0 -0.1 0.0
F 1.3658 3.2549 2.9161 0.0 0.0 0.0
C 0.8679 2.4722 0.7577 0.0 0.0 -0.1
F -0.4015 2.0692 1.2038 -0.1 0.0 0.0
C 1.1796 2.2326 -0.5816 -0.1 -0.1 0.1
S -0.0091 1.5561 -1.7101 0.1 0.1 -0.1
C 2.4602 2.6061 -0.9953 0.0 0.0 0.0
F 2.8214 2.3982 -2.2448 0.0 0.0 0.0
C 3.3434 3.2191 -0.1217 0.0 0.0 0.0
F 4.5331 3.5817 -0.5301 0.0 0.0 0.0
```
Positions in Å, forces in eV/Å.

* E_LUMO (spin up / spin down): -8.96 / -7.89 eV
* multiplicity: 3
* frontier orbital gap (spin up / spin down): 0.2646 / 0.3035 Ha
* net charge: +2
* highest occupied orbital energy (spin up / spin down): -16.16 / -16.15 eV

Taken from the natural (NBO) analysis, the atomic charges in e are: number 1, V, carries 1.38; number 2, C, carries -0.42; number 3, N, carries -0.51; number 4, C, carries -0.46; number 5, C, carries -0.25; number 6, C, carries -0.25; number 7, N, carries -0.50; number 8, C, carries -0.43; number 9, C, carries -0.43; number 10, H, carries 0.24; number 11, H, carries 0.22; number 12, H, carries 0.24; number 13, H, carries 0.27; number 14, H, carries 0.22; number 15, H, carries 0.24; number 16, H, carries 0.25; number 17, H, carries 0.24; number 18, H, carries 0.23; number 19, H, carries 0.26; number 20, H, carries 0.24; number 21, H, carries 0.23; number 22, H, carries 0.24; number 23, H, carries 0.25; number 24, H, carries 0.24; number 25, H, carries 0.22; number 26, F, carries -0.23; number 27, C, carries 0.33; number 28, C, carries 0.31; number 29, F, carries -0.24; number 30, C, carries 0.25; number 31, F, carries -0.31; number 32, C, carries -0.35; number 33, S, carries 0.08; number 34, C, carries 0.35; number 35, F, carries -0.25; number 36, C, carries 0.36; number 37, F, carries -0.24

***

| no. | maximum force (eV Å⁻¹) |
| --- | --- |
| 1 | 2.6 |
| 2 | 7.1 |
| 3 | 0.2 |